Entry 1:
Here is C2H4N4S in the gas phase in a non-equilibrium geometry from the Open Molecules 2025 dataset. Energies are from ωB97M-V/def2-TZVPD.

E_tot ... -18934.396 eV
Relative energy (zero: lowest compared OMol25 entry of this formula, charge and spin) ... 3.6 kcal/mol
SMILES ... Nc1n[nH]c(S)n1
Orbital gap ... 9.6 eV

```
11
Properties=species:S:1:pos:R:3:forces:R:3:lowdin_charge:R:1
C 1.437 -0.114 -0.003 0.692 -2.323 0.000 -0.5218
C -0.632 0.043 -0.002 0.664 -2.148 0.113 -0.7893
H 3.403 -0.018 -0.046 0.033 -0.272 -0.046 0.0835
H 2.817 -1.400 0.626 0.054 -0.509 0.245 0.0737
H -0.581 2.114 -0.163 0.149 0.231 0.142 0.1460
H -2.259 -1.601 -0.114 0.228 0.497 0.016 -0.1027
N 2.689 -0.739 -0.114 -0.112 1.394 0.006 0.1084
N 1.256 1.161 0.039 0.165 1.245 -0.335 0.0888
N -0.103 1.251 0.021 -0.216 0.463 -0.064 -0.0118
N 0.321 -0.908 0.007 -0.919 1.695 -0.053 0.1146
S -2.334 -0.252 0.004 -0.738 -0.273 -0.024 0.8107
```
Positions in Å, forces in eV/Å.

=====

Entry 2:
Here is C4H6N2 in the gas phase from the Open Molecules 2025 dataset. Energies are from ωB97M-V/def2-TZVPD.

E_tot ... -7225.187 eV
Relative energy (zero: lowest compared OMol25 entry of this formula, charge and spin) ... 9.3 kcal/mol
SMILES ... Nc1ccc[nH]1
Orbital gap ... 9.2 eV

```
12
Properties=species:S:1:pos:R:3:forces:R:3:lowdin_charge:R:1
N 2.071 -0.156 0.162 -0.041 -0.024 -0.034 0.0651
C 0.663 -0.087 -0.044 -0.293 0.134 0.059 -0.3822
C -0.114 1.016 -0.291 0.070 0.075 0.011 -0.0743
C -1.476 0.636 -0.176 -0.087 -0.049 -0.041 -0.1135
C -1.494 -0.707 0.099 -0.083 0.066 -0.038 -0.1477
N -0.198 -1.149 0.177 0.141 0.125 0.011 0.0616
H 2.587 0.200 -0.639 -0.208 -0.247 0.028 0.0741
H 2.305 0.471 0.931 0.018 -0.306 -0.083 0.0768
H 0.290 1.988 -0.536 -0.127 -0.023 0.180 0.0975
H -2.339 1.283 -0.235 0.085 -0.123 -0.143 0.0894
H -2.335 -1.373 0.238 0.222 0.045 -0.005 0.1045
H 0.040 -2.120 0.315 0.302 0.326 0.054 0.1487
```
Positions in Å, forces in eV/Å.

=====

Entry 3:
Here is a molecular structure, C29H24ClCsN10O5 in a non-equilibrium geometry from the Open Molecules 2025 dataset. Energies are from ωB97M-V/def2-TZVPD.

E_tot ... -68673.163 eV
Relative energy (zero: lowest compared OMol25 entry of this formula, charge and spin) ... 38.4 kcal/mol
Orbital gap ... 8.1 eV

```
70
Properties=species:S:1:pos:R:3:forces:R:3:lowdin_charge:R:1
Cs -0.942 -0.847 -0.346 0.664 0.672 -1.864 1.4323
N 2.094 -0.088 3.636 0.174 0.077 0.099 0.1402
C 1.320 0.068 2.552 -0.074 -0.108 0.011 -0.1586
N 1.580 0.767 1.502 -0.052 0.151 -0.097 0.1397
C 2.791 1.443 1.468 0.521 0.175 0.657 -0.3151
N 3.247 2.059 0.439 -1.316 -0.141 -0.721 0.0662
N 2.327 1.995 -0.677 1.125 -0.147 0.659 0.0462
C 2.736 1.155 -1.534 -0.397 0.225 -0.350 -0.1140
C 2.029 1.001 -2.840 0.251 0.095 0.456 -0.2684
C 2.777 0.944 -4.010 0.010 -0.095 -0.071 -0.0231
C 2.111 0.867 -5.219 -0.031 0.008 -0.044 -0.0621
C 0.725 0.846 -5.214 0.041 0.034 0.057 -0.0593
C 0.074 0.897 -3.991 -0.057 -0.086 0.002 -0.1329
N 0.701 0.963 -2.819 -0.105 0.043 -0.159 0.0977
C 3.627 1.455 2.700 0.138 0.201 -0.419 -0.0860
C 4.787 2.228 2.808 -0.050 0.005 -0.045 -0.0225
C 5.565 2.172 3.943 -0.071 -0.132 0.125 -0.0775
C 5.196 1.329 4.998 0.060 0.105 -0.092 -0.0765
C 4.055 0.564 4.916 0.018 0.074 -0.098 -0.0136
C 3.275 0.639 3.761 -0.229 -0.300 0.242 -0.1787
H 1.807 -0.768 4.324 0.072 -0.014 -0.016 0.1569
H 0.389 -0.462 2.619 -0.171 0.094 -0.115 0.0828
H 3.636 0.568 -1.351 0.077 0.032 -0.100 0.1276
H 3.857 0.967 -3.964 0.026 0.003 0.008 0.1145
H 2.662 0.827 -6.149 0.003 -0.007 -0.012 0.1086
H 0.156 0.786 -6.130 -0.010 -0.005 -0.048 0.1030
H -1.010 0.863 -3.948 -0.042 -0.008 0.026 0.1060
H 5.055 2.860 1.974 0.013 0.016 -0.017 0.1078
H 6.460 2.772 4.017 0.029 0.016 0.014 0.1013
H 5.806 1.279 5.890 0.030 0.006 0.019 0.1046
H 3.759 -0.083 5.730 -0.034 -0.042 0.016 0.1151
O -1.123 -4.198 4.839 -0.457 0.026 -0.002 0.1194
C -2.325 -3.640 4.747 0.250 -0.339 -0.189 -0.5043
O -3.288 -4.079 5.321 -0.087 0.067 0.184 0.0850
C -2.429 -2.442 3.868 -0.121 0.163 0.224 -0.0510
C -3.433 -1.497 3.923 -0.201 0.178 0.102 -0.5719
Cl -4.764 -1.344 4.973 0.072 -0.124 -0.001 0.8110
N -3.161 -0.543 3.009 0.099 0.428 -0.502 -0.0756
N -2.017 -0.819 2.338 -0.208 -0.508 0.650 0.0388
C -1.577 -1.958 2.854 0.084 -0.056 -0.183 -0.1584
C -0.266 -2.560 2.361 -0.181 -0.199 -0.162 -0.6790
O 0.490 -2.941 3.283 0.293 -0.086 0.071 0.0006
O -0.065 -2.565 1.136 0.768 -1.565 1.796 -0.3451
C -3.838 0.671 2.654 0.152 -0.414 0.273 -0.1900
C -5.210 0.694 2.481 -0.045 0.155 -0.051 -0.0297
C -5.817 1.890 2.126 -0.030 -0.059 -0.007 -0.0708
C -5.061 3.038 1.937 0.028 -0.055 0.008 -0.0932
C -3.681 2.989 2.097 -0.002 -0.037 -0.010 -0.0795
C -3.062 1.802 2.455 -0.069 0.129 -0.015 -0.0088
H -0.466 -3.737 4.240 0.229 0.100 0.245 0.0484
H -5.794 -0.204 2.615 -0.018 -0.030 -0.006 0.1016
H -6.890 1.915 1.992 -0.027 0.031 -0.006 0.1070
H -5.551 3.966 1.672 0.016 0.037 -0.005 0.1025
H -3.077 3.876 1.961 0.000 0.047 -0.030 0.1036
H -1.991 1.741 2.577 0.037 0.013 -0.001 0.1156
C -3.076 5.120 -1.350 -0.096 0.098 -0.015 -0.0327
N -2.777 3.714 -1.294 -0.053 -0.264 0.003 -0.0874
C -3.665 2.615 -1.650 -0.017 0.311 -0.032 -0.0235
C -2.789 1.409 -1.321 0.166 0.148 0.151 -0.5625
O -3.098 0.246 -1.527 -0.883 0.676 -0.375 -0.1671
N -1.605 1.848 -0.779 -0.633 0.107 -0.304 0.0263
C -1.638 3.165 -0.836 0.462 0.110 0.153 -0.4370
N -0.572 3.879 -0.432 -0.062 0.033 -0.048 0.2184
H -4.156 5.258 -1.339 0.000 -0.018 -0.017 0.0932
H -2.679 5.598 -2.250 -0.006 0.000 -0.004 0.0918
H -2.676 5.628 -0.470 0.020 0.001 -0.014 0.0877
H -3.934 2.621 -2.707 -0.026 0.017 -0.006 0.1374
H -4.571 2.603 -1.040 -0.024 0.000 0.007 0.1285
H 0.281 3.336 -0.328 0.024 -0.043 -0.012 0.0857
H -0.462 4.836 -0.719 -0.064 -0.022 0.010 0.1029
```
Positions in Å, forces in eV/Å.

=====

Entry 4:
Here is a molecular structure, C16H13MnN2O6S2 from the Open Molecules 2025 dataset. Energies are from ωB97M-V/def2-TZVPD.

E_tot ... -85051.906 eV
Relative energy (zero: lowest compared OMol25 entry of this formula, charge and spin) ... 0.0 kcal/mol
Charge ... +1
Multiplicity ... 4
Orbital gap (spin up / spin down) ... 6.1 / 7.5 eV

```
40
Properties=species:S:1:pos:R:3:forces:R:3:mulliken_spin:R:1
Mn -1.327 1.574 0.966 0.266 -0.036 0.356 3.1836
O -3.572 4.231 1.341 -0.007 -0.007 -0.012 0.0036
S -2.329 3.766 1.842 -0.262 -0.212 0.051 0.0169
O -1.630 4.438 2.866 -0.012 0.030 -0.012 0.0050
O -1.384 3.390 0.644 0.266 -0.211 -0.266 -0.0503
O -2.474 2.198 2.208 0.007 0.089 -0.051 -0.1017
C 5.974 -0.436 -0.764 0.016 0.001 -0.015 0.0001
C 4.626 -0.340 -0.116 -0.032 -0.021 0.032 -0.0017
C 4.210 -1.283 0.822 0.011 0.031 -0.033 0.0003
C 2.972 -1.185 1.431 -0.016 -0.047 0.043 -0.0017
C 2.143 -0.126 1.084 -0.152 0.026 0.063 0.0064
C 2.529 0.835 0.153 -0.008 0.024 -0.024 -0.0056
C 3.768 0.717 -0.439 -0.013 0.010 -0.007 0.0026
S 0.598 -0.010 1.864 0.133 0.066 -0.231 -0.0359
O 0.514 -0.910 2.953 -0.046 0.000 0.030 -0.0032
O 0.283 1.450 2.091 0.160 -0.071 0.198 0.0098
N -0.603 -0.139 0.783 -0.207 0.313 -0.055 0.0036
C -1.255 -1.095 0.000 -0.088 -0.093 -0.102 0.0695
C -0.981 -2.418 -0.199 0.056 0.095 0.063 -0.0112
C -1.824 -3.164 -1.054 -0.052 -0.027 -0.046 0.0020
C -2.901 -2.601 -1.681 0.017 -0.044 -0.002 -0.0115
C -3.204 -1.230 -1.483 0.029 0.087 0.040 -0.0046
C -4.288 -0.531 -2.057 0.033 0.022 0.030 0.0078
C -4.479 0.799 -1.771 -0.066 -0.044 -0.067 -0.0003
C -3.603 1.459 -0.907 0.078 0.036 0.083 0.0148
N -2.567 0.830 -0.365 -0.255 0.053 -0.092 -0.0466
C -2.364 -0.498 -0.638 0.122 -0.076 0.053 -0.0489
H 6.512 -1.323 -0.438 0.003 0.000 0.003 0.0000
H 6.575 0.441 -0.519 0.003 -0.001 0.004 -0.0002
H 5.878 -0.469 -1.849 -0.005 0.001 -0.003 -0.0002
H 4.868 -2.100 1.088 0.009 0.000 -0.003 0.0000
H 2.656 -1.902 2.176 0.009 -0.005 -0.001 -0.0002
H 1.883 1.671 -0.081 0.017 0.010 -0.015 0.0050
H 4.087 1.462 -1.157 0.005 0.002 -0.003 0.0000
H -0.142 -2.895 0.290 0.004 0.005 0.006 0.0007
H -1.604 -4.212 -1.205 -0.008 -0.002 -0.009 -0.0003
H -3.533 -3.193 -2.329 -0.004 -0.001 -0.004 -0.0004
H -4.968 -1.053 -2.719 -0.005 0.002 -0.004 -0.0001
H -5.305 1.350 -2.194 0.000 0.001 0.002 0.0006
H -3.740 2.501 -0.637 -0.006 -0.003 -0.003 -0.0080
```
Positions in Å, forces in eV/Å.

=====

Entry 5:
Here is a molecular structure, C34H37IrN2O8Te from the Open Molecules 2025 dataset. Energies are from ωB97M-V/def2-TZVPD.

E_tot ... -65354.567 eV
Relative energy (zero: lowest compared OMol25 entry of this formula, charge and spin) ... 0.0 kcal/mol
Charge ... -1
Multiplicity ... 2
Orbital gap (spin up / spin down) ... 7.1 / 6.5 eV

```
83
Properties=species:S:1:pos:R:3:forces:R:3:mulliken_spin:R:1
Ir 1.647 -0.872 -1.369 0.023 0.072 0.086 0.0314
O 3.317 -3.478 0.945 0.039 -0.022 0.168 0.0012
C 3.047 -2.342 0.625 -0.075 0.272 -0.015 -0.0010
O 1.836 -1.885 0.422 0.030 -0.172 -0.325 0.0312
C 4.172 -1.300 0.460 -0.134 -0.014 -0.151 -0.0016
C 3.675 0.147 0.553 0.115 -0.094 0.068 -0.0001
C 4.846 1.122 0.662 0.029 -0.007 0.002 0.0001
C 5.394 1.138 -0.789 -0.034 0.014 0.020 -0.0001
C 4.497 0.110 -1.466 0.109 -0.094 -0.027 -0.0008
O 3.228 0.397 -0.818 -0.171 0.160 0.092 0.0089
C 4.810 -1.317 -0.974 -0.071 0.108 -0.017 0.0011
C 4.230 -2.339 -1.954 0.096 0.073 -0.004 0.0002
O 4.966 -3.151 -2.483 -0.049 -0.023 0.009 0.0014
O 2.965 -2.220 -2.228 -0.103 -0.128 0.024 -0.0031
H 4.918 -1.515 1.222 0.043 -0.026 -0.035 0.0000
H 2.845 0.311 1.233 -0.033 0.003 -0.020 -0.0051
H 4.497 2.108 0.963 0.003 -0.002 -0.009 -0.0006
H 5.576 0.772 1.391 0.006 0.007 0.007 0.0004
H 5.251 2.116 -1.248 0.010 0.001 0.012 0.0000
H 6.446 0.864 -0.860 0.003 -0.011 0.000 0.0000
H 4.368 0.214 -2.540 -0.037 0.002 0.002 0.0001
H 5.882 -1.497 -0.932 0.006 0.031 0.002 0.0001
N 0.311 -2.365 -1.868 0.057 -0.062 0.138 0.0072
C -0.287 -2.414 -3.226 0.047 0.057 0.109 0.0006
C 0.717 -1.923 -4.255 0.008 -0.042 -0.010 0.0002
C 0.807 -0.405 -4.191 0.025 0.041 0.031 -0.0047
O 0.277 0.277 -5.054 0.115 0.034 -0.051 0.0005
O 1.445 0.100 -3.176 -0.023 0.084 0.243 -0.0003
H 0.919 -3.175 -1.745 -0.011 -0.010 -0.015 -0.0008
H -0.409 -2.420 -1.146 -0.057 -0.028 -0.088 0.0044
H -1.173 -1.783 -3.227 -0.085 0.033 0.009 0.0001
H -0.606 -3.437 -3.437 0.030 -0.013 0.026 -0.0004
H 0.408 -2.210 -5.258 -0.084 0.041 0.019 0.0000
H 1.691 -2.360 -4.032 0.013 -0.038 -0.085 -0.0002
C -5.777 -2.706 5.056 0.006 0.003 -0.003 0.0017
C -4.734 -2.243 4.073 -0.016 -0.014 0.027 -0.0078
C -4.972 -2.274 2.708 -0.016 0.040 -0.038 0.0085
C -4.029 -1.830 1.782 -0.029 0.006 0.107 -0.0442
C -4.405 -1.913 0.322 0.010 -0.020 0.022 0.0146
C -2.802 -1.340 2.247 0.367 -0.172 -0.005 0.1304
Te -1.207 -0.804 0.775 -0.941 0.149 -0.151 0.2029
N 0.305 0.390 -0.424 0.824 -0.019 -0.007 0.5135
C 0.702 1.468 0.305 -0.090 0.274 -0.022 -0.0512
O 0.482 1.630 1.508 -0.016 -0.159 0.118 0.0234
C 1.393 2.623 -0.401 -0.071 -0.119 -0.115 0.0601
C 1.326 2.827 -1.773 -0.046 -0.006 0.005 0.0174
C 2.004 3.890 -2.354 -0.003 0.039 -0.015 0.0004
C 2.748 4.761 -1.569 -0.020 -0.021 -0.011 -0.0019
C 2.791 4.578 -0.192 -0.012 -0.008 0.025 0.0007
C 2.108 3.520 0.388 0.088 -0.039 -0.007 -0.0064
C -2.415 0.915 0.370 0.015 0.022 0.028 0.0260
C -2.849 1.644 1.476 0.018 -0.035 0.024 -0.0070
C -3.613 2.789 1.329 -0.008 -0.010 -0.005 -0.0040
C -3.956 3.223 0.057 0.008 0.001 -0.005 0.0052
C -3.520 2.509 -1.045 0.015 0.023 0.024 -0.0028
C -2.744 1.356 -0.914 0.003 -0.017 -0.017 -0.0016
C -2.325 0.637 -2.164 0.031 -0.050 -0.043 0.0117
C -2.546 -1.294 3.621 0.035 0.033 -0.041 -0.0056
C -1.256 -0.757 4.197 -0.010 -0.008 0.025 0.0209
C -3.516 -1.747 4.513 -0.007 0.036 0.005 0.0139
H -6.550 -3.296 4.561 0.000 0.000 -0.001 -0.0001
H -6.266 -1.856 5.538 0.000 0.000 -0.001 -0.0006
H -5.335 -3.318 5.843 0.001 0.002 0.001 -0.0003
H -5.924 -2.650 2.344 -0.002 0.001 0.005 0.0029
H -5.456 -1.651 0.192 -0.006 -0.027 0.000 -0.0004
H -4.267 -2.930 -0.055 0.026 0.008 -0.004 -0.0008
H -3.814 -1.248 -0.301 0.002 0.035 -0.013 -0.0068
H 0.758 2.150 -2.391 0.004 -0.133 -0.065 -0.0029
H 1.949 4.032 -3.426 0.003 -0.009 0.007 0.0002
H 3.282 5.585 -2.026 -0.005 -0.002 0.001 -0.0001
H 3.352 5.265 0.430 0.004 -0.004 -0.002 0.0000
H 2.120 3.363 1.459 -0.009 0.011 0.003 0.0001
H -2.575 1.314 2.470 -0.002 0.006 0.000 0.0029
H -3.931 3.343 2.204 0.012 0.002 0.001 0.0000
H -4.547 4.121 -0.077 -0.006 -0.005 0.000 0.0005
H -3.773 2.852 -2.043 0.001 -0.005 -0.003 -0.0006
H -2.043 1.339 -2.951 -0.033 -0.001 -0.004 -0.0007
H -3.141 0.015 -2.546 0.014 -0.013 0.002 0.0016
H -1.459 0.013 -1.971 0.022 -0.038 -0.072 -0.0017
H -0.625 -0.293 3.440 -0.006 0.015 0.016 0.0182
H -0.683 -1.557 4.672 0.015 0.000 -0.025 0.0001
H -1.466 -0.007 4.963 -0.012 -0.017 0.016 0.0005
H -3.311 -1.704 5.579 0.001 -0.002 0.000 -0.0011
```
Positions in Å, forces in eV/Å.

=====

E_tot of number 4 (C16H13MnN2O6S2)?
-85051.906 eV

=====

Which of these has the lowest E_tot?
C16H13MnN2O6S2

=====

Look up the E_tot of the second one.
-7225.187 eV

=====

Number 1 is which compound?
C2H4N4S